Entry 1:
ORCA calculation (ωB97M-V/def2-TZVPD) on a structure of composition C4H2FKLiO4 in a non-equilibrium geometry.

```
! wB97M-V def2-TZVPD RIJCOSX def2/J DEFGRID3
* xyz 1 1
O 0.65 0.53 -2.65
C 0.05 0.94 -1.70
O -1.12 0.78 -1.35
O 0.05 -1.99 0.36
C 1.13 -1.67 -0.12
C -1.00 -0.11 0.68
O 0.96 0.35 0.10
C 0.14 0.74 1.31
K 1.68 -2.15 -3.36
H -1.48 -0.82 1.36
H -1.97 0.40 0.63
F -0.70 0.95 2.50
Li 1.60 2.05 2.24
*
```

Results
- energy relative to the best compared isomer or geometry (same formula, charge and spin) (kcal/mol) = 59.7
- Kohn-Sham gap (alpha / beta) (eV) = 6.29 / 7.42



Entry 2:
ORCA calculation (ωB97M-V/def2-TZVPD) on the ion C4H2FN4 with charge +1 in a non-equilibrium geometry.

```
! wB97M-V def2-TZVPD RIJCOSX def2/J DEFGRID3
* xyz 1 1
C -0.01 -1.88 0.04
C 1.85 0.06 -0.06
C -0.77 -0.88 -0.08
C -0.35 0.65 -0.10
N -2.26 -0.66 -0.10
N -1.42 1.34 -0.01
N -2.47 0.51 0.00
N 0.93 1.03 -0.01
F 3.07 0.46 -0.04
H 0.52 -2.72 0.25
H 0.91 2.09 0.13
*
```

Results
- Kohn-Sham gap (alpha / beta) (eV) = 7.40 / 7.41



Entry 3:
ORCA calculation (ωB97M-V/def2-TZVPD) on a cluster of 2 separate species, C4H2FO2 in total in a non-equilibrium geometry.

```
! wB97M-V def2-TZVPD RIJCOSX def2/J DEFGRID3
* xyz -1 1
C 0.85 -0.14 -1.16
C 1.83 0.86 -1.38
C -1.40 -0.91 1.02
C 1.29 0.64 -0.08
O -2.45 -0.43 1.29
O -1.08 -1.79 0.24
F -0.28 -0.50 1.92
H 0.36 -1.04 -1.01
H 1.30 0.75 1.03
*
```

Results
- energy relative to the best compared isomer or geometry (same formula, charge and spin) (kcal/mol) = 30.6
- Kohn-Sham gap (eV) = 9.42



Entry 4:
ORCA calculation (ωB97M-V/def2-TZVPD) on a cluster of 2 separate species, C4H2FO2 in total in a non-equilibrium geometry.

```
! wB97M-V def2-TZVPD RIJCOSX def2/J DEFGRID3
* xyz -1 1
C 0.62 0.84 -0.15
C 1.06 1.43 1.03
C -0.94 -0.55 -1.11
C 0.35 0.06 1.05
O -1.81 0.22 -1.26
O -0.52 -1.66 -1.13
F 1.09 -1.13 1.26
H 0.82 0.78 -1.20
H -0.66 0.02 1.51
*
```

Results
- energy relative to the best compared isomer or geometry (same formula, charge and spin) (kcal/mol) = 40.2
- Kohn-Sham gap (eV) = 7.07



Entry 5:
ORCA calculation (ωB97M-V/def2-TZVPD) on a structure of composition C4H2FOS in a non-equilibrium geometry.

```
! wB97M-V def2-TZVPD RIJCOSX def2/J DEFGRID3
* xyz -1 1
C 1.00 -0.85 -0.01
C 0.17 1.27 0.01
C -0.28 -1.14 -0.01
C -1.03 0.70 0.01
O 1.32 0.48 -0.01
F -0.83 -2.38 0.01
S -2.63 1.09 0.00
H 1.88 -1.49 -0.02
H 0.40 2.32 0.03
*
```

Results
- energy relative to the best compared isomer or geometry (same formula, charge and spin) (kcal/mol) = 0.0
- Kohn-Sham gap (eV) = 6.62



Entry 6:
ORCA calculation (ωB97M-V/def2-TZVPD) on a structure of composition C4H2GdO2 in a non-equilibrium geometry.

```
! wB97M-V def2-TZVPD RIJCOSX def2/J DEFGRID3
* xyz 2 9
O -1.41 -1.68 -1.16
C -1.06 -0.69 -0.64
C -0.60 0.49 -0.16
C -1.59 1.44 0.21
H -1.50 2.02 1.13
H -2.05 1.87 -0.72
O 3.06 -1.44 0.31
C 3.71 -2.27 -0.11
Gd 1.45 0.27 1.15
*
```

Results
- energy relative to the best compared isomer or geometry (same formula, charge and spin) (kcal/mol) = 0.0
- Kohn-Sham gap (alpha / beta) (eV) = 5.65 / 6.18



| no. | total energy (Eh) |
| --- | --- |
| 1 | -1161.31588 |
| 2 | -471.95242 |
| 3 | -403.89743 |
| 4 | -403.88219 |
| 5 | -726.85966 |
| 6 | -1068.90012 |